Entry from OMol25: a 16-piece molecular cluster, C74H183N11O16 overall at a distorted geometry (ωB97M-V with the def2-TZVPD basis set).

Output
HOMO   -8.23 eV
DFT total energy   -4734.765407 Eh

```
! RIJCOSX wB97M-V def2-TZVPD def2/J DEFGRID3
* xyz 0 1
C -1.401 1.251 2.645
C -0.877 0.311 1.576
C 0.646 0.405 1.452
O 0.878 1.591 0.584
C 2.244 1.737 0.274
N -1.280 -1.051 1.999
H -2.483 1.121 2.666
H -1.142 2.248 2.288
H -0.910 1.049 3.597
H -1.408 0.453 0.635
H 1.007 -0.489 0.945
H 1.121 0.660 2.399
H 2.411 2.691 -0.226
H 2.646 0.850 -0.215
H 2.847 1.784 1.180
H -0.903 -1.645 1.274
H -2.264 -1.250 2.108
C -4.305 6.369 0.479
C -4.328 5.140 1.325
C -3.200 4.138 0.795
O -3.524 3.761 -0.509
C -2.833 2.640 -1.064
N -3.968 5.569 2.636
H -3.368 6.899 0.311
H -5.155 7.012 0.707
H -4.766 6.021 -0.446
H -5.274 4.605 1.239
H -3.272 3.245 1.417
H -2.276 4.680 0.994
H -3.363 2.424 -1.992
H -2.947 1.723 -0.487
H -1.762 2.818 -1.158
H -3.898 4.722 3.182
H -4.697 6.112 3.076
C 2.101 4.538 3.206
C 0.960 5.512 3.604
C 1.525 6.769 4.348
O 1.969 6.353 5.663
C 2.819 7.311 6.216
N 0.271 5.953 2.379
H 2.718 4.905 2.386
H 1.786 3.524 2.961
H 2.772 4.395 4.052
H 0.267 5.111 4.343
H 0.673 7.384 4.638
H 2.210 7.391 3.772
H 3.217 6.684 7.014
H 2.221 8.059 6.738
H 3.611 7.749 5.608
H -0.256 5.212 1.939
H -0.446 6.605 2.663
C 5.442 -1.083 -1.913
C 4.623 -1.945 -0.989
C 5.384 -3.227 -0.710
O 4.642 -4.213 -0.008
C 5.402 -5.259 0.564
N 4.298 -1.266 0.313
H 6.222 -0.478 -1.450
H 4.852 -0.239 -2.272
H 5.727 -1.569 -2.846
H 3.687 -2.146 -1.511
H 6.096 -2.846 0.022
H 5.769 -3.579 -1.667
H 5.013 -6.222 0.233
H 5.275 -5.115 1.637
H 6.468 -5.169 0.357
H 5.190 -1.167 0.777
H 3.808 -2.063 0.692
C 0.756 1.360 -3.388
C 0.138 -0.024 -2.888
C 1.134 -1.170 -2.730
O 0.519 -2.402 -2.960
C 0.050 -2.959 -1.805
N -0.854 0.155 -1.920
H 1.706 1.218 -3.903
H 0.955 2.017 -2.541
H 0.107 1.777 -4.157
H -0.502 -0.418 -3.678
H 1.684 -1.103 -1.792
H 1.899 -0.999 -3.487
H -0.655 -2.345 -1.244
H 0.909 -3.197 -1.179
H -0.559 -3.800 -2.137
H -0.520 0.661 -1.112
H -1.263 -0.759 -1.789
C -3.468 -3.768 4.487
C -3.987 -2.484 3.902
C -4.422 -2.453 2.463
O -4.352 -1.141 1.893
C -4.439 -1.059 0.552
N -5.057 -2.163 4.756
H -3.230 -3.723 5.550
H -2.565 -4.055 3.948
H -4.162 -4.569 4.235
H -3.254 -1.723 4.170
H -5.376 -2.976 2.393
H -3.622 -2.968 1.930
H -4.458 0.029 0.482
H -5.286 -1.610 0.143
H -3.507 -1.412 0.112
H -5.230 -1.204 4.490
H -5.876 -2.589 4.346
C -3.713 -4.382 -3.662
C -4.850 -3.907 -2.833
C -6.175 -4.785 -2.717
O -6.745 -4.784 -4.003
C -7.970 -5.511 -3.997
N -4.334 -3.619 -1.576
H -2.847 -3.720 -3.661
H -3.992 -4.460 -4.713
H -3.384 -5.398 -3.443
H -5.263 -2.997 -3.268
H -6.816 -4.360 -1.945
H -5.886 -5.750 -2.301
H -8.754 -4.829 -3.667
H -7.898 -6.454 -3.455
H -8.190 -5.557 -5.064
H -5.050 -3.744 -0.875
H -3.635 -4.342 -1.477
C -5.188 -9.380 -0.539
C -3.859 -8.771 0.002
C -3.089 -9.974 0.592
C -1.579 -9.676 0.844
C -0.909 -9.109 -0.462
C -1.746 -7.964 -1.096
N -3.167 -8.274 -1.189
O -3.875 -7.303 -1.893
C -1.319 -6.665 -0.384
C -1.294 -7.901 -2.618
C -4.129 -7.645 1.100
H -5.911 -8.608 -0.805
H -5.651 -10.016 0.216
H -5.045 -10.002 -1.423
H -3.513 -10.314 1.537
H -3.179 -10.847 -0.055
H -1.114 -10.597 1.194
H -1.625 -9.025 1.717
H -0.912 -9.979 -1.119
H 0.165 -8.930 -0.514
H -1.580 -6.720 0.673
H -0.233 -6.617 -0.455
H -1.719 -5.696 -0.682
H -1.758 -8.682 -3.222
H -1.570 -6.931 -3.030
H -0.220 -7.893 -2.805
H -3.842 -6.643 0.779
H -3.565 -7.721 2.029
H -5.161 -7.556 1.439
H -4.153 -7.780 -2.679
C 11.229 2.525 -3.581
C 10.265 3.231 -2.568
C 10.556 4.776 -2.737
C 9.443 5.660 -2.221
C 8.074 5.144 -2.768
C 7.743 3.681 -2.534
N 8.882 2.935 -3.074
O 8.568 1.521 -3.245
C 7.480 3.514 -1.042
C 6.377 3.485 -3.219
C 10.595 2.729 -1.157
H 11.222 1.453 -3.778
H 12.223 2.943 -3.422
H 11.098 2.862 -4.609
H 11.348 4.928 -2.004
H 10.963 5.018 -3.719
H 9.514 6.730 -2.415
H 9.524 5.565 -1.138
H 8.013 5.262 -3.850
H 7.219 5.785 -2.552
H 7.478 2.431 -0.918
H 8.128 4.034 -0.337
H 6.463 3.896 -0.956
H 6.444 3.942 -4.206
H 6.344 2.419 -3.447
H 5.399 3.714 -2.796
H 11.675 2.623 -1.051
H 10.109 1.804 -0.844
H 10.277 3.432 -0.388
H 8.648 1.470 -4.200
C 4.026 -7.519 3.339
C 2.908 -6.612 3.944
C 3.236 -6.283 5.440
C 2.497 -5.032 5.959
C 2.526 -3.820 5.011
C 2.021 -4.153 3.530
N 2.789 -5.385 3.143
O 2.446 -5.640 1.809
C 0.451 -4.352 3.512
C 2.555 -2.905 2.607
C 1.574 -7.483 3.994
H 4.934 -6.918 3.301
H 3.968 -7.913 2.324
H 4.097 -8.524 3.754
H 2.881 -7.121 6.040
H 4.283 -6.059 5.644
H 2.883 -4.569 6.867
H 1.496 -5.337 6.263
H 3.582 -3.554 5.040
H 1.804 -3.147 5.474
H 0.092 -3.336 3.348
H 0.153 -4.976 2.669
H 0.061 -4.645 4.487
H 3.292 -2.328 3.166
H 2.904 -3.127 1.598
H 1.663 -2.331 2.360
H 0.759 -6.805 4.249
H 1.646 -8.346 4.656
H 1.265 -7.711 2.974
H 3.195 -5.341 1.288
C 0.925 5.409 -3.371
C -0.093 6.120 -4.293
C -1.070 7.000 -3.416
C -1.744 8.187 -3.984
C -0.688 8.924 -4.739
C -0.007 8.181 -5.776
N 0.659 7.003 -5.221
O 1.370 6.333 -6.214
C -0.922 7.973 -7.053
C 1.147 9.074 -6.176
C -0.899 5.100 -5.072
H 1.583 6.162 -2.937
H 1.501 4.660 -3.915
H 0.527 4.732 -2.616
H -1.850 6.342 -3.034
H -0.494 7.381 -2.573
H -2.044 8.756 -3.104
H -2.585 7.813 -4.568
H -0.005 9.218 -3.942
H -1.131 9.829 -5.155
H -0.422 7.382 -7.821
H -1.744 7.292 -6.831
H -1.308 8.868 -7.540
H 1.713 8.664 -7.012
H 0.834 10.065 -6.504
H 1.899 9.179 -5.394
H -0.553 4.485 -5.903
H -1.860 5.543 -5.334
H -1.261 4.474 -4.257
H 0.615 6.205 -6.793
C 4.974 0.706 4.272
C 4.698 1.517 5.576
O 5.285 0.861 6.641
H 5.997 0.518 3.946
H 4.467 1.192 3.438
H 4.528 -0.267 4.477
H 3.649 1.723 5.789
H 5.273 2.443 5.545
H 4.807 1.087 7.443
C -7.875 0.344 3.569
C -6.781 1.242 2.960
O -5.475 0.990 3.507
H -8.738 0.547 2.935
H -8.024 0.591 4.620
H -7.782 -0.695 3.253
H -7.050 2.282 3.148
H -6.707 1.039 1.892
H -4.977 0.422 2.915
C -2.530 4.050 5.966
C -3.580 2.963 5.753
O -4.307 3.269 4.651
H -1.781 4.024 5.174
H -2.060 3.736 6.898
H -2.841 5.083 6.123
H -4.304 2.903 6.566
H -2.990 2.047 5.707
H -4.846 2.517 4.393
C -3.544 -0.215 -4.167
C -4.219 1.043 -4.710
O -5.685 0.968 -4.745
H -4.053 -0.508 -3.249
H -2.493 -0.097 -3.905
H -3.611 -1.074 -4.835
H -3.709 1.267 -5.647
H -3.971 1.869 -4.043
H -5.913 0.234 -5.320
C -7.603 2.397 -2.642
C -6.199 2.401 -2.071
O -6.230 2.876 -0.750
H -7.957 3.427 -2.700
H -8.458 2.055 -2.058
H -7.574 1.996 -3.655
H -5.613 3.179 -2.560
H -5.667 1.462 -2.226
H -5.390 3.215 -0.431
*
```